1.
The following is a quantum chemistry calculation of a single C14H13N3O4S molecule, from OMol25.

Positions of all 35 atoms, in Å:
C -5.8459 -1.2423 0.0972
C -4.4034 -0.8778 0.0173
C -3.4364 -1.8798 0.0881
C -2.0885 -1.5972 0.0236
C -1.6523 -0.2795 -0.1100
C -2.5887 0.7399 -0.1712
C -3.9448 0.4410 -0.1118
N -4.8503 1.5641 -0.1829
O -4.4065 2.6501 0.1226
O -5.9906 1.3679 -0.5438
H -2.2786 1.7689 -0.2715
C -0.1899 -0.0203 -0.1780
O 0.6515 -0.8809 -0.0392
O 0.0662 1.2672 -0.3905
N 1.3944 1.6524 -0.6786
C 2.3032 1.4814 0.1966
N 2.1803 1.0428 1.4713
H 3.0214 0.7862 1.9602
H 1.3487 0.5481 1.7499
C 3.6890 1.8841 -0.2293
C 4.5852 0.6863 -0.2520
C 4.2482 -0.6165 -0.4480
C 5.3652 -1.4843 -0.4215
C 6.5319 -0.8298 -0.2060
S 6.2977 0.8657 -0.0276
H 7.5239 -1.2299 -0.1402
H 5.2947 -2.5483 -0.5580
H 3.2374 -0.9508 -0.6020
H 4.0810 2.6323 0.4638
H 3.6247 2.3347 -1.2224
H -1.3506 -2.3836 0.0732
H -3.7593 -2.9045 0.1950
H -6.3774 -0.6102 0.8060
H -6.3236 -1.0943 -0.8705
H -5.9577 -2.2829 0.3906

Calculated values
Energy relative to the best compared isomer or geometry (same formula, charge and spin) = 91.1 kcal/mol
HOMO-LUMO gap = 8.46 eV
Structure (SMILES) = Cc1ccc(C(=O)O/N=C(\N)Cc2cccs2)cc1[N+](=O)[O-]
Total charge = 0
Multiplicity = 1


2.
The following is a quantum chemistry calculation of a single C14H13N3S2 molecule, from OMol25.

Positions of all 32 atoms, in Å:
N -1.2739 -1.7995 0.3075
N 3.4308 -2.6533 0.0085
S -2.3433 -0.9467 -2.0412
S 0.2431 -2.3937 -1.7128
C -1.0607 -1.5797 -1.0503
C 4.5448 -2.0135 0.4285
C 2.2656 -2.0969 0.1315
C 4.4250 -0.6776 0.9146
C 2.1697 -0.7573 0.4546
C 3.2652 0.0250 0.9011
C -1.4021 3.6103 0.0908
C -2.1141 3.4710 -1.0492
C -1.2917 2.5553 0.9692
C -2.7286 2.2715 -1.4278
C -1.9804 1.3883 0.6846
C -2.6784 1.2506 -0.4764
N -0.1505 -2.3866 0.8464
C -3.3821 -0.0165 -0.8561
C 0.8982 -2.7851 -0.0925
H 5.6014 -2.3157 0.0371
H 5.2447 -0.1563 1.2258
H 1.1933 -0.2127 0.3847
H 3.1910 0.9779 1.3336
H -0.8977 4.5254 0.2722
H -2.2133 4.3257 -1.6713
H -0.7383 2.6316 1.8590
H -3.3382 2.0955 -2.2838
H -1.8941 0.5510 1.3242
H -0.2118 -2.5628 1.8796
H -3.4987 -0.6666 0.0633
H -4.3442 0.1635 -1.4129
H 1.0695 -3.8222 -0.0426

Calculated values
Energy relative to the best compared isomer or geometry (same formula, charge and spin) = 56.1 kcal/mol
HOMO-LUMO gap = 7.95 eV
Structure (SMILES) = c1ccc(CSC2=NN[C@H](c3ccccn3)S2)cc1
Total charge = 0
Multiplicity = 1


3.
The following is a quantum chemistry calculation of C14H14AlN5O3Se4 as an isolated structure, from OMol25.

Positions of all 41 atoms, in Å:
Al -0.3155 -0.1821 -0.7048
O -0.3199 3.3996 -0.3284
C -0.6703 2.3616 -0.8641
O 0.1361 1.4422 -1.2753
C -2.1038 1.9694 -0.9613
C -3.1596 2.8573 -1.0713
C -4.4372 2.3355 -1.1827
C -4.5977 0.9518 -1.1578
C -3.4888 0.1402 -1.0049
N -2.2603 0.6402 -0.9122
H -2.9577 3.9172 -1.0876
H -5.2950 2.9797 -1.2918
H -5.5761 0.5123 -1.2575
H -3.5715 -0.9394 -0.9577
Se -1.0536 -2.0949 -1.8469
Se 0.8450 -3.4844 -2.0004
Se 0.8455 -4.8185 -0.1167
Se 1.4153 -3.5023 1.6464
N 4.5740 -0.6388 -4.4589
C 4.1023 -0.7846 -3.4247
C 3.5472 -0.8944 -2.1274
C 4.3460 -1.2334 -1.0228
C 3.7661 -1.2341 0.2284
C 2.4326 -0.8751 0.3660
N 1.6659 -0.5779 -0.6893
C 2.2046 -0.6188 -1.9101
H 5.3854 -1.4874 -1.1653
H 4.3240 -1.5165 1.1056
H 1.9725 -0.8156 1.3402
H 1.5372 -0.4004 -2.7375
C -0.8326 -1.1992 3.5081
N -0.3199 0.1387 3.3035
C -0.1458 0.7034 2.1142
N 0.3842 1.9292 2.0529
O -0.4654 0.0950 1.0475
H -1.7834 -1.1523 4.0395
H -0.1178 -1.7880 4.0793
H -0.9654 -1.6844 2.5445
H -0.0610 0.6619 4.1280
H 0.5961 2.4529 2.8842
H 0.4182 2.4344 1.1699

Calculated values
HOMO-LUMO gap = 5.21 eV
Total charge = 0
Multiplicity = 1


4.
The following is a quantum chemistry calculation of C14H14AuN3O8P2 as an isolated structure, from OMol25.

Positions of all 42 atoms, in Å:
Au -0.6001 -0.7004 -0.9114
C -0.4954 -2.1106 3.0468
C -0.5852 -1.9150 1.5757
N -0.7010 -0.7559 1.0254
N -0.7378 0.4409 1.6612
C -0.7187 1.4216 0.7672
O -0.7516 1.2574 -0.5203
C -0.6732 2.8137 1.2405
C -0.6938 3.1005 2.6044
C -0.6373 4.4159 3.0285
C -0.5551 5.4413 2.0948
C -0.5282 5.1553 0.7370
C -0.5869 3.8414 0.3039
C -0.5001 -3.0352 0.6055
C -0.3507 -4.3553 0.9651
C -0.2313 -5.3172 -0.0335
C -0.2569 -4.9403 -1.3619
C -0.4086 -3.5971 -1.6722
N -0.5405 -2.6971 -0.7081
H -0.4887 -1.1429 3.5382
H 0.4174 -2.6481 3.3072
H -1.3483 -2.6913 3.4044
H -0.7485 2.2894 3.3163
H -0.6504 4.6440 4.0858
H -0.5050 6.4696 2.4290
H -0.4527 5.9560 0.0140
H -0.5543 3.5992 -0.7498
H -0.3147 -4.6237 2.0110
H -0.1074 -6.3579 0.2333
H -0.1502 -5.6630 -2.1567
H -0.4164 -3.2060 -2.6817
O 0.4225 -0.1298 -5.0866
P 0.4979 0.3002 -3.5578
O 0.2585 1.7392 -3.3285
O -0.5298 -0.6940 -2.9101
O 1.9301 -0.1702 -3.1011
P 2.6854 0.1551 -1.6234
O 2.5026 1.7469 -1.5538
O 4.0928 -0.2247 -1.7334
O 1.7887 -0.5105 -0.5990
H 0.5044 0.6416 -5.6576
H 1.7186 2.0566 -2.0481

Calculated values
Energy relative to the best compared isomer or geometry (same formula, charge and spin) = 0.0 kcal/mol
HOMO-LUMO gap = 6.56 eV
Total charge = 0
Multiplicity = 1


5.
The following is a quantum chemistry calculation of C14H14CaN2O3S as an isolated structure, from OMol25.

Positions of all 35 atoms, in Å:
C -0.2131 1.5331 -1.6878
C 1.1695 1.3851 -1.3577
C 1.3638 1.9180 -0.0542
C 0.1139 2.4215 0.4072
C -0.8576 2.1966 -0.6097
Ca -0.7005 -1.1073 -0.1611
N -3.3161 -0.4213 -1.7220
C 0.7958 -2.5622 0.1568
C 1.7592 -2.0043 -0.5981
H 2.3035 2.0046 0.4813
H 1.9391 0.9754 -2.0011
H -0.0368 2.9465 1.3397
H -1.8921 2.5169 -0.5893
H -0.6751 1.2722 -2.6254
H 1.7796 -1.4552 -1.5446
H 0.2265 -2.3313 1.0741
H -3.3538 -1.4026 -1.9703
H 2.7767 -1.9114 -0.1929
H 0.2071 -3.4260 -0.2791
O 0.7028 2.5811 3.3595
S 1.1268 1.2203 3.5281
O 2.5526 0.9648 3.5212
N 0.3273 0.1833 2.5159
C -0.5485 -0.6445 3.1331
O -1.2562 -1.4527 2.4854
C -0.5017 -0.4617 4.6102
C -1.2099 -1.1699 5.5861
C -1.0415 -0.8433 6.9391
C -0.1855 0.2214 7.3101
C 0.5447 0.9232 6.3241
C 0.3682 0.5465 4.9869
H -1.8744 -1.9682 5.2497
H -1.5723 -1.4155 7.7110
H -0.0926 0.4890 8.3700
H 1.2270 1.7336 6.5972

Calculated values
HOMO-LUMO gap (spin up / spin down) = 4.76 / 4.26 eV
Total charge = -2
Multiplicity = 1


6.
The following is a quantum chemistry calculation of C14H14CuNS3Te as an isolated structure, from OMol25.

Positions of all 34 atoms, in Å:
Cu 0.5984 1.8659 -0.5311
S -1.5672 5.5824 -1.6698
C -0.7104 4.2393 -1.2452
S -0.5690 3.6376 0.3815
S 0.1296 3.1991 -2.3560
C 0.7211 -1.5133 -3.3216
C 1.1672 -2.5290 -2.4897
C 1.4647 -2.2501 -1.1708
C 1.3157 -0.9476 -0.6912
N 0.8907 0.0221 -1.5161
C 0.5950 -0.2452 -2.7835
C 1.5687 -0.5207 0.7059
C 2.0271 -1.4114 1.6787
C 2.2291 -0.9736 2.9764
C 1.9715 0.3558 3.2978
C 1.5143 1.2321 2.3217
C 1.3003 0.8262 1.0046
H 0.4699 -1.6954 -4.3572
H 1.2764 -3.5385 -2.8675
H 1.8012 -3.0380 -0.5122
H 0.2362 0.5953 -3.3664
H 2.2277 -2.4498 1.4382
H 2.5839 -1.6620 3.7339
H 2.1261 0.7038 4.3135
H 1.3115 2.2635 2.5953
C -3.7995 -0.8732 -0.6073
Te -2.7729 1.0025 -0.3637
C -2.1290 0.4773 1.6010
H -3.0915 -1.6986 -0.5565
H -4.2790 -0.8775 -1.5851
H -4.5609 -0.9929 0.1615
H -2.9946 0.2269 2.2117
H -1.6193 1.3448 2.0107
H -1.4331 -0.3579 1.5585

Calculated values
Energy relative to the best compared isomer or geometry (same formula, charge and spin) = 0.0 kcal/mol
HOMO-LUMO gap (spin up / spin down) = 5.99 / 6.64 eV
Total charge = -1
Multiplicity = 2


Per-record energy, eV: -38220.8865, -40866.8160, -296326.8484, -57870.4941, -53135.0624, -100675.8081